The following is a quantum chemistry calculation of a structure of composition C46H67IrN7O2P, from the Open Molecules 2025 dataset.

Atoms and positions in Å:
Ir1 -0.3087 -0.1098 0.2121
C1 -3.6772 -2.1836 2.1694
C2 -3.2945 -1.0861 3.1652
C3 -3.5457 0.3098 2.6114
C4 -1.9056 -1.3954 3.6777
C5 -1.8591 -2.2990 4.7347
C6 -0.6654 -2.7639 5.2470
C7 0.5210 -2.3479 4.6758
C8 0.5318 -1.4537 3.6118
C9 1.8838 -1.0308 3.0625
C10 2.5964 -0.1051 4.0530
C11 2.7475 -2.2508 2.7256
C12 -0.6941 -0.9573 3.1297
N1 -0.6305 0.1121 2.1549
C13 -0.3560 1.3637 2.6823
O1 -0.5784 1.7353 3.8104
C14 0.3775 2.2319 1.6931
C15 0.8560 3.5240 1.8274
C16 1.5697 4.0702 0.7654
C17 1.8291 3.3317 -0.3938
C18 1.3517 2.0412 -0.4458
N2 0.6464 1.5732 0.5793
C19 1.5936 0.9370 -1.4551
O2 1.9708 1.1208 -2.5807
N3 1.3152 -0.3111 -0.8495
C20 2.1563 -1.4380 -1.1521
C21 3.5595 -1.2367 -1.1871
C22 4.3614 -2.3269 -1.4983
C23 3.8362 -3.5840 -1.7341
C24 2.4749 -3.7715 -1.6393
C25 1.6130 -2.7204 -1.3415
C26 0.1369 -3.0638 -1.2197
C27 -0.1194 -4.0707 -0.0978
C28 -0.4329 -3.5418 -2.5526
C29 4.2920 0.0519 -0.8219
C30 5.4772 0.3445 -1.7456
C31 4.7321 0.0292 0.6413
H1 -4.7205 -2.0820 1.8644
H2 -3.5566 -3.1687 2.6208
H3 -3.0343 -2.1350 1.2887
H4 -3.9503 -1.1974 4.0326
H5 -3.1207 0.4204 1.6118
H6 -3.1278 1.0791 3.2629
H7 -4.6232 0.4735 2.5426
H8 -2.7944 -2.6351 5.1664
H9 -0.6600 -3.4466 6.0864
H10 1.4581 -2.7114 5.0755
H11 1.7308 -0.4757 2.1329
H12 2.8389 -0.6431 4.9715
H13 1.9691 0.7453 4.3282
H14 3.5311 0.2689 3.6318
H15 2.9401 -2.8559 3.6113
H16 3.7156 -1.9467 2.3297
H17 2.2633 -2.8863 1.9836
H18 0.6696 4.0730 2.7399
H19 1.9438 5.0823 0.8423
H20 2.4003 3.7363 -1.2178
H21 5.4335 -2.1950 -1.5396
H22 4.4907 -4.4116 -1.9733
H23 2.0577 -4.7580 -1.7978
H24 -0.3908 -2.1625 -0.9264
H25 0.4044 -5.0119 -0.2721
H26 -1.1868 -4.2903 -0.0282
H27 0.2055 -3.6772 0.8664
H28 0.0267 -4.4825 -2.8609
H29 -0.2538 -2.8139 -3.3448
H30 -1.5090 -3.7133 -2.4687
H31 3.6444 0.9130 -0.9233
H32 6.3179 -0.3244 -1.5606
H33 5.8349 1.3596 -1.5664
H34 5.1934 0.2613 -2.7947
H35 5.3780 -0.8266 0.8464
H36 3.8653 -0.0310 1.2998
H37 5.2842 0.9392 0.8850
N4 -1.9583 -0.4233 -0.5217
P1 -2.8842 0.4699 -1.5269
N5 -3.4623 1.8644 -0.8739
C32 -2.5327 2.7817 -0.2051
C33 -2.9818 4.2299 -0.3491
C34 -4.4187 4.4066 0.1245
C35 -5.3310 3.4440 -0.6270
C36 -4.8635 2.0080 -0.4446
N6 -2.0357 0.9054 -2.8568
C37 -1.1735 -0.1255 -3.4756
C38 -0.9206 0.2125 -4.9359
C39 -0.2244 1.5708 -5.0932
C40 -0.7071 2.5739 -4.0326
C41 -2.0948 2.2068 -3.5380
N7 -4.1286 -0.4444 -2.0342
C42 -4.6139 -0.3256 -3.4262
C43 -5.8737 -1.1578 -3.6065
C44 -5.6500 -2.6271 -3.2379
C45 -4.8352 -2.7722 -1.9351
C46 -4.7735 -1.4522 -1.1862
H38 -1.5427 2.6522 -0.6462
H39 -2.4676 2.5193 0.8592
H40 -2.9073 4.5299 -1.3986
H41 -2.2980 4.8671 0.2164
H42 -4.7430 5.4372 -0.0229
H43 -4.4787 4.2049 1.1995
H44 -5.3352 3.6918 -1.6928
H45 -6.3593 3.5260 -0.2708
H46 -5.4748 1.3246 -1.0312
H47 -4.9565 1.7271 0.6093
H48 -1.6646 -1.0990 -3.3850
H49 -0.2213 -0.2021 -2.9424
H50 -1.8766 0.2147 -5.4666
H51 -0.3206 -0.5815 -5.3817
H52 -0.4320 1.9581 -6.0919
H53 0.8560 1.4511 -5.0150
H54 -0.7092 3.5899 -4.4297
H55 -0.0291 2.5694 -3.1763
H56 -2.7925 2.1591 -4.3830
H57 -2.4874 2.9458 -2.8458
H58 -3.8403 -0.6714 -4.1195
H59 -4.8205 0.7218 -3.6608
H60 -6.1983 -1.0697 -4.6437
H61 -6.6756 -0.7320 -2.9986
H62 -5.1340 -3.1341 -4.0551
H63 -6.6192 -3.1159 -3.1365
H64 -3.8074 -3.0708 -2.1587
H65 -5.2551 -3.5449 -1.2904
H66 -4.1899 -1.5408 -0.2777
H67 -5.7764 -1.1186 -0.8987

Computed properties:
HOMO energy (alpha / beta) = -10.415 / -10.806 eV
Calculated total energy = -2772.37347 Ha
Spin multiplicity = 2
Max |F| = 0.47 eV Å⁻¹
HOMO-LUMO gap (alpha / beta) = 0.244 / 0.244 Ha
Energy above the lowest of the compared OMol25 structures with the same formula, charge and spin = 0.0 kcal per mole
Charge = +1

Here are the Mulliken charges for atoms 1 to 4, given in e: atom 1 (Ir): 1.9421, atom 2 (C): -1.1180, atom 3 (C): 0.8335, atom 4 (C): -2.0223